1.
This record from OMol25 describes 3 unconnected molecules or ions with the total composition C21H28N4O6. The level of theory is ωB97M-V/def2-TZVPD.

```
! RIJCOSX wB97M-V def2-TZVPD def2/J DEFGRID3
* xyz 0 1
O -1.22934 -1.45433 -5.14206
O 1.30155 0.64110 -5.03609
O -3.20974 -0.62483 -4.97656
O 0.48164 2.51594 -4.01719
O -0.37367 0.44315 -3.64184
O 2.04142 -1.54823 -5.04518
N -2.48960 1.19728 -1.00281
N -2.64952 -1.63216 -4.90917
N -1.12034 0.46310 0.84259
N -3.21471 1.58973 1.19693
C 0.36321 -0.78775 -3.43142
C 6.48431 0.16759 -0.07545
C 0.68411 -0.88044 -1.91917
C 0.46177 1.34150 -4.21570
C -4.00074 3.38607 4.99404
C -3.71346 2.11585 4.51083
C -2.25591 1.08439 0.24066
C 4.70841 -1.16634 0.84483
C -4.37908 3.56296 6.31804
C 4.44889 -1.68485 -0.41604
C -0.48204 -1.92165 -4.01772
C 0.10358 -1.70802 0.40437
C -3.80545 1.02268 5.36249
C -4.46651 2.46800 7.16632
C -1.15685 -1.00843 0.92206
C 1.66828 -0.49989 -4.22901
C 5.72928 -0.24177 1.01494
C 0.08860 -2.04232 -1.10600
C -4.17824 1.19727 6.68829
C 6.22111 -0.34826 -1.33683
C 5.20435 -1.27749 -1.50707
H -3.58437 0.03031 4.98950
H 2.62716 -1.18976 -5.72366
H 0.98847 -1.09394 0.61152
H 5.93626 0.16060 1.99788
H 0.40334 0.07124 -1.46477
H -0.94376 -2.26106 -1.37082
H 2.48274 -0.12911 -3.59681
H -3.92887 4.24254 4.33520
H 1.77053 -0.95526 -1.80413
H 0.73439 -2.91216 -1.23842
H -0.25743 0.81329 0.45399
H 0.15711 -2.72357 -4.38997
H -3.39717 2.55597 0.94583
H -4.60555 4.55425 6.68970
H -1.17436 -2.31670 -3.27836
H -1.28563 -1.28666 1.97300
H -4.08240 1.08589 1.03702
H 5.00160 -1.68597 -2.48959
H 7.27910 0.88969 0.05786
H -3.41915 1.97370 3.47564
H -4.75906 2.60498 8.19949
H -2.02503 -1.38525 0.37223
H 4.11619 -1.48251 1.69401
H 0.20794 -2.63286 0.97748
H -4.24416 0.34302 7.35021
H 3.65468 -2.41008 -0.54902
H -1.72693 0.79626 -1.54946
H 6.80902 -0.02669 -2.18661
*
```

Output
Relative energy (zero: lowest compared OMol25 entry of this formula, charge and spin)   6.903 eV
SMILES   [H]/N=C(/N)NCCCC[C@@]1(CON=O)OC(=O)O[C@@H]1O.c1ccccc1.c1ccccc1
E_LUMO   -0.118 eV
HOMO-LUMO gap   0.32924 hartree

Atom charges from the natural (NBO) analysis, given in e for atoms 1 to 6: atom 1 (O): -0.441, atom 2 (O): -0.521, atom 3 (O): -0.200, atom 4 (O): -0.538, atom 5 (O): -0.504, atom 6 (O): -0.698



2.
This record from OMol25 describes a gas-phase ion, C4H12NO (charge +1). The level of theory is ωB97M-V/def2-TZVPD.

```
! RIJCOSX wB97M-V def2-TZVPD def2/J DEFGRID3
* xyz 1 1
O 1.44479 -0.60271 -0.78106
N -0.74764 0.58502 -0.55559
C -0.65606 -1.73609 0.31191
C 0.65767 0.13697 1.44045
C -0.00906 1.76708 -1.05875
C 0.07532 -0.43514 0.16818
H 0.77181 1.43102 -1.73752
H 0.45109 2.29931 -0.23233
H -1.40974 -1.64291 1.09362
H -1.14031 -2.05450 -0.60939
H 1.47981 0.80474 1.19658
H 1.44939 -1.50537 -1.11338
H -1.22095 0.13472 -1.34962
H 0.03308 -2.51703 0.62549
H -0.69468 2.43165 -1.57966
H 1.07177 -0.66613 2.04683
H -1.47022 0.90141 0.10576
H -0.08607 0.66795 2.02851
*
```

Output
Relative energy (zero: lowest compared OMol25 entry of this formula, charge and spin)   1.199 eV
SMILES   C[NH2+]C(C)(C)O
E_LUMO   -3.464 eV
HOMO-LUMO gap   0.44243 hartree

Atom charges from the natural (NBO) analysis, given in e for atoms 1 to 6: atom 1 (O): -0.750, atom 2 (N): -0.526, atom 3 (C): -0.682, atom 4 (C): -0.673, atom 5 (C): -0.430, atom 6 (C): 0.451



3.
This record from OMol25 describes a molecular structure, C32H53Cl3N7O4PReSSi2. The level of theory is ωB97M-V/def2-TZVPD.

```
! RIJCOSX wB97M-V def2-TZVPD def2/J DEFGRID3
* xyz 2 2
Re 0.47830 -0.38954 -0.21271
Cl 2.85437 -3.24264 1.09625
Cl 4.12666 -0.38487 1.57240
Cl 1.58030 -1.08918 3.32313
S -0.43510 -2.09011 0.99904
P -1.18355 -0.70060 -3.46497
Si 2.25026 -1.28241 1.34517
Si -1.00457 -4.18070 0.56812
O -0.31758 0.76038 1.46433
O -0.49483 -4.60126 -0.91020
O -0.38779 -5.16934 1.66777
O -2.60189 -3.95368 0.68093
N 2.22350 1.06781 -0.28767
N -1.89299 -0.26776 -0.81489
N 0.98754 -1.61696 -1.88025
N 0.93554 -2.42703 -3.92067
N -3.51723 -1.19359 -1.98462
N 0.12097 1.20587 -1.84073
N -0.58804 2.00557 -3.76697
C -0.46580 0.90501 -3.00064
C 0.53593 2.96824 2.01373
C 1.53548 -5.93474 -0.84387
C -0.28329 -5.31186 3.11569
C 1.90723 2.28119 1.89258
C -4.01245 -0.93578 -0.73987
C -0.61695 2.16790 1.41373
C 0.11239 -5.84863 -1.37420
C -1.31975 -4.44417 3.81222
C 0.38352 2.55736 -1.89390
C 2.97164 0.87014 -1.38831
C -3.78881 -4.78339 0.69133
C -0.49363 -6.79012 3.40080
C 0.29143 -1.65758 -3.02137
C -0.70254 -7.04948 -0.91741
C 2.09045 -2.87403 -3.34396
C -2.99447 -0.38105 -0.01913
C 1.11426 -4.88725 3.51685
C 3.54818 2.98241 0.16908
C 0.08910 -5.76365 -2.89219
C -3.50646 -6.16206 1.26598
C -2.22519 -0.79163 -1.98745
C -0.05238 3.05752 -3.07790
C -1.17020 2.07868 -5.10706
C 4.01250 1.68418 -1.76302
C -4.23373 -1.82845 -3.08646
C 4.29521 2.79133 -0.97547
C -4.80241 -4.05633 1.56181
C 2.53568 2.09516 0.52883
C 0.53164 -2.71599 -5.29412
C -4.27836 -4.90025 -0.74439
C 2.11118 -2.37895 -2.07878
H -4.55536 -3.91961 -1.12747
H 2.77662 -3.52021 -3.86379
H -4.04369 -2.90085 -3.10045
H 2.84030 -2.53698 -1.30551
H -0.68579 -7.14132 0.16713
H 2.61103 2.88265 2.46684
H -2.33576 -4.74288 3.55768
H 0.91047 -1.95242 -5.97098
H 1.53486 -5.94280 0.24593
H -1.18426 -3.39221 3.55003
H -3.91952 -1.39009 -4.03050
H -0.02704 0.47397 2.34730
H 2.70503 0.01916 -1.99932
H 3.76719 3.80775 0.83237
H -4.96948 -3.04681 1.19163
H 2.12706 -5.08659 -1.18545
H -1.55311 2.34868 1.94184
H -5.29937 -1.65573 -2.96086
H -1.28460 3.12520 -5.37284
H -5.15647 -5.54455 -0.79203
H -3.16138 -6.09187 2.29464
H 0.87351 3.10038 -1.10681
H 0.35678 3.11313 3.08058
H -0.55178 -2.76175 -5.36035
H -1.20036 -4.53785 4.89178
H -1.48683 -7.11728 3.09584
H 0.93965 -3.68244 -5.57733
H 0.25000 -7.38363 2.86831
H 1.23187 -4.97933 4.59710
H -0.77694 2.38130 0.36003
H -0.02135 4.05491 -3.48026
H 4.58004 1.45126 -2.65225
H 1.28334 -3.85031 3.24061
H -4.44019 -3.98699 2.58787
H -2.76109 -6.69467 0.67857
H -5.03649 -1.14155 -0.48293
H 5.09397 3.47342 -1.23322
H 0.60039 -6.62101 -3.33047
H -1.73409 -6.96992 -1.26445
H -3.50081 -5.32468 -1.38464
H 0.55632 3.96711 1.57228
H 0.59149 -4.85384 -3.21376
H -0.27830 -7.96180 -1.33902
H -0.51838 1.59616 -5.83205
H -2.14820 1.60474 -5.11938
H -0.93997 -5.75021 -3.25659
H -5.75351 -4.58955 1.56565
H -2.99373 -0.06691 1.01064
H 1.86523 -5.51150 3.03155
H -0.38234 -6.98156 4.46843
H 1.89784 1.31670 2.40303
H -4.42433 -6.75097 1.26111
H 2.00880 -6.85179 -1.19704
*
```

Output
Relative energy (zero: lowest compared OMol25 entry of this formula, charge and spin)   0.789 eV
E_LUMO (spin up / spin down)   -5.396 / -6.279 eV
HOMO-LUMO gap (spin up / spin down)   0.28266 / 0.24961 hartree

Atom charges from the Löwdin analysis, given in e for atoms 1 to 6: atom 1 (Re): 1.120, atom 2 (Cl): 0.361, atom 3 (Cl): 0.328, atom 4 (Cl): 0.313, atom 5 (S): 0.442, atom 6 (P): 1.211



4.
This record from OMol25 describes a molecular structure, C12H15AlBrN5O2SSbSe4. The level of theory is ωB97M-V/def2-TZVPD.

```
! RIJCOSX wB97M-V def2-TZVPD def2/J DEFGRID3
* xyz -2 2
Sb -1.88336 -1.02615 -3.85953
Br 2.49546 -2.04236 -2.74118
Se -4.15000 -0.04373 -4.16497
Se -1.62057 -1.80426 -1.45228
Se -1.40543 -2.71212 -5.55104
Se -0.16914 0.83378 -3.67639
S 0.72777 3.84012 -0.26725
Al -0.41840 0.54527 -1.23251
O 1.84334 -0.21386 1.30173
O 1.22809 -0.14318 -0.84826
N -3.22558 0.75034 0.68824
N -0.93522 0.49197 0.70336
N -2.19294 0.07132 2.65691
N -2.32251 1.35649 -1.37124
N -4.63197 1.31958 -1.06224
C 3.44954 -0.75894 -0.32168
C 0.18444 2.50005 -0.87913
C 4.48121 -0.42799 0.56000
C 2.06336 -0.34118 0.08839
C -2.89374 0.96804 3.55593
C -2.03593 0.45501 1.32660
C -3.34480 1.14372 -0.63608
C 6.11655 -1.43220 -0.86933
C 5.79797 -0.74763 0.29649
C 3.78564 -1.45460 -1.48782
C 5.10942 -1.78934 -1.74902
C -1.04781 -0.59151 3.25446
H -4.69978 1.20237 -2.07685
H -0.21697 0.08957 3.47257
H 4.20285 0.09476 1.46507
H -3.27698 0.39921 4.40558
H -4.06222 0.42982 1.13888
H -2.58391 1.65082 -2.31014
H -1.37407 -1.06836 4.18012
H 5.34026 -2.33620 -2.65327
H -5.32714 0.75905 -0.59486
H -0.07614 0.33893 1.24667
H 6.57738 -0.46661 0.99461
H -2.23656 1.76097 3.93921
H -3.73135 1.44651 3.05282
H 7.14458 -1.68995 -1.09378
H -0.68533 -1.35755 2.57123
*
```

Output
Relative energy (zero: lowest compared OMol25 entry of this formula, charge and spin)   0.533 eV
E_LUMO (spin up / spin down)   4.031 / 4.007 eV
HOMO-LUMO gap (spin up / spin down)   0.15514 / 0.20020 hartree

Atom charges from the natural (NBO) analysis, given in e for atoms 1 to 6: atom 1 (Sb): 1.087, atom 2 (Br): 0.145, atom 3 (Se): -0.933, atom 4 (Se): -0.778, atom 5 (Se): -0.819, atom 6 (Se): -0.676



5.
This record from OMol25 describes a single C2H4F2O molecule. The level of theory is ωB97M-V/def2-TZVPD.

```
! RIJCOSX wB97M-V def2-TZVPD def2/J DEFGRID3
* xyz 0 1
F -1.64600 -0.66984 -1.00776
F -1.66029 -0.35593 1.16833
O -1.14484 1.38374 -0.22233
C 0.39846 -0.46031 0.00570
C -1.00056 0.00218 0.05354
H 0.41810 -1.55454 -0.34382
H 0.85106 -0.39108 1.09057
H 1.16017 0.03782 -0.62814
H -2.05194 1.71008 0.04120
*
```

Output
Relative energy (zero: lowest compared OMol25 entry of this formula, charge and spin)   0.000 eV
SMILES   CC(O)(F)F
E_LUMO   0.830 eV
HOMO-LUMO gap   0.47400 hartree

Atom charges from the natural (NBO) analysis, given in e for atoms 1 to 6: atom 1 (F): -0.375, atom 2 (F): -0.327, atom 3 (O): -0.711, atom 4 (C): -0.705, atom 5 (C): 0.890, atom 6 (H): 0.248



6.
This record from OMol25 describes a molecular structure, C19H52FeN4O17V. The level of theory is ωB97M-V/def2-TZVPD.

```
! RIJCOSX wB97M-V def2-TZVPD def2/J DEFGRID3
* xyz 0 8
Fe -0.31310 -1.46560 1.85661
V 2.40895 -0.99530 1.36915
O 2.32232 -2.62166 0.65402
O -0.14083 -3.26014 -3.46003
O 3.45672 -1.26817 -0.09695
O 1.12226 -2.08293 2.31911
O -4.87179 1.03564 3.78295
O 0.14415 -1.03876 3.36095
O 1.65897 0.39418 0.90874
O 2.13923 -0.65481 2.98681
O 0.75329 -1.16119 0.57600
O 3.84586 -1.99038 1.55103
O 3.52161 0.14821 1.71533
O 0.07685 1.90982 2.30896
O -1.06091 -2.13561 0.72568
O -3.21533 1.67475 -0.42169
O -1.68205 -0.99863 2.46704
O -0.45916 0.03442 1.18590
O 5.62876 1.30129 -0.75435
N -2.48789 -1.04587 0.03012
N 1.42879 -2.65954 -1.00737
N -2.12259 0.77135 1.22665
N 2.72423 1.71553 0.41069
C -1.17992 -3.15597 -4.34722
C 2.02196 1.92486 -1.76861
C -2.88468 1.21997 2.38329
C -1.90167 -0.24669 -0.98321
C 1.86895 -2.25381 -2.34037
C 1.28027 -1.44999 3.35731
C -1.13443 -1.04373 -2.07805
C 3.17649 1.37932 -0.88545
C 2.77343 -3.32570 -2.82043
C 3.51044 -2.38873 0.43110
C -4.42855 0.94615 2.40149
C -4.03473 2.73886 -0.88999
C -6.25245 1.16871 3.83253
C -2.86988 0.86153 -1.54598
C 0.66949 -2.07733 -3.31213
C 4.53745 1.97896 -1.32066
C 6.86563 2.01721 -0.59083
C -2.47784 2.66276 2.65312
C 0.55964 0.01716 0.46907
H 2.06210 1.50185 -2.77238
H -2.50493 0.70244 3.26423
H 1.00245 -1.73051 -4.29036
H -4.54830 3.38114 -0.17458
H -1.83378 -1.49806 -2.77990
H 0.05787 -1.27302 -2.90331
H -1.41507 2.86679 2.78344
H 1.01335 1.65256 -1.45774
H -0.99570 -3.02812 0.38600
H -3.40273 3.48800 -1.36695
H -4.74450 2.34302 -1.61638
H -1.20140 1.17776 1.30631
H 3.18500 0.29530 -0.99915
H 3.07885 0.75660 2.30698
H 4.67617 1.94549 -2.40129
H 2.20538 -2.66345 -0.36161
H 7.33199 1.93011 -1.57216
H 3.40213 1.32846 1.05159
H -2.31223 1.48254 -2.24702
H -6.58395 1.98211 3.18708
H -3.71786 0.44806 -2.09194
H -2.60476 -0.45979 0.84433
H -0.39804 -0.36927 -2.51500
H 2.37554 -1.30940 -2.14150
H -1.73771 -1.72336 0.18881
H -2.54931 3.27094 1.75139
H 2.10061 2.99999 -1.92989
H -2.03979 -2.60437 -3.96716
H 3.21645 -3.13926 -3.79872
H -1.53760 -4.08377 -4.79371
H -0.85333 -2.52735 -5.17564
H 4.43363 0.15180 2.00589
H -2.30387 -1.26895 3.14268
H -3.41555 -1.24161 -0.31809
H -4.82777 1.70225 1.72544
H -6.80369 0.26042 3.58913
H 1.95866 1.13380 0.71986
H 0.88860 -1.93446 -0.55734
H -3.09767 3.14976 3.40595
H -0.13531 2.55835 1.63767
H 3.60634 -3.39529 -2.12077
H -0.57261 -1.85304 -1.61172
H 0.09700 1.07602 1.83925
H -6.62694 1.42403 4.82382
H 7.58288 1.45951 0.01138
H -2.45621 1.19106 0.37071
H -1.03218 0.28258 -0.59337
H -2.04419 -0.18342 2.11991
H 4.60765 3.03664 -1.06664
H 2.21938 -4.25534 -2.95038
H -4.55892 -0.05753 1.99688
H 6.77593 3.03984 -0.22436
*
```

Output
E_LUMO (spin up / spin down)   0.021 / -0.597 eV
HOMO-LUMO gap (spin up / spin down)   0.19296 / 0.22810 hartree

Atom charges from the Löwdin analysis, given in e for atoms 1 to 6: atom 1 (Fe): 0.726, atom 2 (V): 0.950, atom 3 (O): 0.039, atom 4 (O): -0.151, atom 5 (O): -0.083, atom 6 (O): -0.089



Number 1: F_max 0.0225 Eh/bohr. Number 2: F_max 0.0873 Eh/bohr. Number 3: F_max 0.0237 Eh/bohr. Number 4: F_max 0.0232 Eh/bohr. Number 5: F_max 0.0778 Eh/bohr. Number 6: F_max 0.3784 Eh/bohr.